No. 1
Molecular formula: C18H33N2O12P3S
Method: DFT, the ωB97M-V functional and the def2-TZVPD basis

Output
E_LUMO: -0.89 eV
largest force on an atom: 0.135 hartree/bohr
calculated total energy: -85454.0917 eV
highest occupied orbital energy: -9.142 eV
charge: 0

Atoms and positions in Å:
C -1.354 -1.805 0.238
C -1.136 -2.643 -1.029
C -2.264 -3.668 -1.283
C -3.438 -2.911 -1.899
N -4.739 -3.504 -1.580
N -5.799 -2.593 -1.614
C -6.094 -1.832 -0.453
O -6.533 -2.216 0.590
C -5.755 -0.420 -0.862
C -5.523 0.701 -0.096
C -5.176 1.866 -0.762
C -5.074 1.917 -2.149
P -4.576 3.439 -2.991
O -3.296 3.950 -2.153
O -3.972 2.928 -4.398
S -5.929 4.754 -3.181
C -5.351 0.787 -2.923
C -5.686 -0.363 -2.249
C -5.998 -1.744 -2.750
O -6.390 -2.116 -3.816
H -1.284 -0.742 -0.001
H -0.583 -1.978 0.986
H -2.332 -1.955 0.696
H -0.149 -3.099 -1.058
H -1.158 -1.965 -1.887
H -1.848 -4.390 -1.984
H -2.528 -4.122 -0.329
H -3.388 -1.883 -1.543
H -3.312 -2.885 -2.989
H -4.944 -4.329 -2.122
H -5.599 0.658 0.980
H -4.984 2.748 -0.165
H -2.721 3.202 -1.943
H -3.352 2.209 -4.209
H -5.298 0.794 -4.002
C 2.252 2.034 -2.052
O 3.235 1.224 -2.700
P 3.530 -0.242 -2.091
O 2.271 -1.001 -2.192
O 3.821 0.263 -0.569
C 4.569 1.437 -0.258
O 4.726 -1.310 -1.990
C 4.556 -2.593 -2.617
H 1.560 2.376 -2.819
H 1.709 1.488 -1.283
H 2.739 2.902 -1.611
H 3.951 2.072 0.378
H 4.855 1.999 -1.145
H 5.464 1.154 0.297
H 4.133 -2.506 -3.615
H 3.912 -3.209 -1.994
H 5.541 -3.050 -2.685
C 4.929 3.306 5.887
O 5.194 2.544 4.708
P 4.261 1.227 4.434
O 2.949 1.931 4.315
O 4.475 0.495 5.860
C 5.771 0.300 6.433
O 3.841 -0.178 3.712
C 2.796 -0.173 2.734
H 4.826 4.345 5.579
H 4.023 2.982 6.392
H 5.780 3.226 6.566
H 5.772 0.736 7.431
H 6.559 0.772 5.846
H 5.967 -0.768 6.518
H 2.893 0.653 2.036
H 1.837 -0.116 3.242
H 2.867 -1.111 2.186

Here are the Mulliken charges for atoms 1 to 2, given in e: -1.082 -0.421

No. 2
Molecular formula: C18H33N6SeV
Method: DFT, the ωB97M-V functional and the def2-TZVPD basis

Output
E_LUMO (spin up / spin down): -6.13 / -6.13 eV
largest force on an atom: 0.060 hartree/bohr
calculated total energy: -119159.7636 eV
highest occupied orbital energy (spin up / spin down): -14.186 / -14.186 eV
charge: +2

Atoms and positions in Å:
V -0.055 0.455 -1.091
C 0.325 1.999 1.641
N -0.404 0.841 1.041
C -0.068 -0.373 1.848
C -1.859 1.228 1.295
C -2.331 2.016 0.137
C -3.355 2.945 0.211
C -4.111 3.343 -0.903
C -3.726 2.880 -2.117
C -2.617 2.026 -2.229
C -1.925 1.565 -1.139
H -0.124 2.167 2.606
H 0.171 2.942 1.027
H 1.368 1.811 1.729
H -0.099 -0.140 2.908
H 0.914 -0.700 1.549
H -0.808 -1.151 1.610
H -2.078 1.706 2.281
H -2.460 0.340 1.305
H -3.622 3.241 1.169
H -4.976 4.025 -0.814
H -4.310 3.091 -3.108
H -2.433 1.697 -3.232
N -0.129 1.106 -3.128
N 1.158 0.623 -2.787
H -0.652 0.461 -3.726
H -0.251 2.017 -3.577
H 1.801 1.380 -2.699
H 1.590 -0.056 -3.419
C -1.610 -2.322 -2.750
C -1.569 -2.138 -1.254
C -2.990 -2.041 -0.676
C -0.734 -3.157 -0.494
N -0.835 -0.895 -1.128
H -2.198 -3.273 -2.991
H -0.596 -2.483 -3.178
H -2.140 -1.535 -3.243
H -3.509 -3.050 -0.649
H -3.683 -1.377 -1.201
H -3.063 -1.702 0.372
H -0.997 -4.146 -0.745
H -0.859 -3.030 0.567
H 0.368 -3.059 -0.781
C 2.747 -2.848 1.366
N 3.372 -1.619 1.785
C 4.008 -1.485 3.020
C 4.442 -0.215 3.135
N 4.138 0.422 1.931
C 4.383 1.844 1.641
C 3.446 -0.431 1.157
Se 2.743 -0.019 -0.478
H 2.043 -2.645 0.537
H 2.307 -3.313 2.268
H 3.532 -3.583 1.092
H 4.045 -2.302 3.679
H 5.032 0.244 3.915
H 5.328 2.044 1.230
H 4.214 2.378 2.576
H 3.705 2.253 0.912

Here are the Mulliken charges for atoms 1 to 2, given in e: -0.699 -1.063

No. 3
Molecular formula: C18H34As3Cl2N2OsS2
Method: DFT, the ωB97M-V functional and the def2-TZVPD basis

Output
<S²>: 6.022
2S+1: 5
E_LUMO (spin up / spin down): -7.64 / -11.75 eV
largest force on an atom: 0.046 hartree/bohr
calculated total energy: -253869.9834 eV
highest occupied orbital energy (spin up / spin down): -15.548 / -15.920 eV
charge: +3

Atoms and positions in Å:
Os 0.743 0.841 -1.312
C 1.977 0.536 2.238
As 0.559 1.201 1.071
C 0.531 3.056 1.669
C -1.164 0.686 1.916
C -1.738 -0.737 1.799
C -3.043 -0.755 2.612
C -2.112 -1.106 0.356
As -0.776 -1.090 -1.116
C 0.128 -2.825 -0.961
C -1.937 -1.386 -2.658
C -0.733 -1.718 2.396
As -1.334 -3.630 2.634
C -2.171 -3.751 4.400
C 0.390 -4.492 2.953
H 1.650 0.577 3.282
H 2.825 1.214 2.112
H 2.304 -0.475 1.992
H 0.453 3.075 2.762
H -0.321 3.587 1.243
H 1.458 3.553 1.379
H -1.899 1.396 1.517
H -1.024 0.917 2.981
H -3.734 -0.004 2.236
H -2.848 -0.542 3.661
H -3.526 -1.732 2.534
H -2.901 -0.427 0.012
H -2.529 -2.124 0.360
H -0.557 -3.585 -0.567
H 1.000 -2.748 -0.309
H 0.469 -3.148 -1.948
H -2.659 -2.184 -2.463
H -1.338 -1.674 -3.526
H -2.481 -0.471 -2.900
H -0.453 -1.380 3.398
H 0.165 -1.743 1.767
H -3.201 -3.400 4.396
H -1.584 -3.171 5.113
H -2.167 -4.798 4.701
H 1.047 -4.422 2.089
H 0.238 -5.546 3.179
H 0.858 -4.019 3.818
Cl 0.987 0.524 -3.530
C 2.624 0.831 -3.966
C 3.038 0.638 -5.269
C 4.374 0.874 -5.583
C 5.266 1.267 -4.603
C 4.843 1.468 -3.289
Cl 5.951 1.953 -2.080
C 3.488 1.269 -2.958
S 2.930 1.626 -1.348
H 2.339 0.322 -6.028
H 4.711 0.749 -6.600
H 6.304 1.430 -4.848
N -3.096 4.446 -1.281
C -1.840 4.047 -1.346
N -0.841 4.917 -1.325
S -1.547 2.364 -1.421
H -3.356 5.422 -1.260
H -3.843 3.769 -1.316
H -1.018 5.909 -1.396
H 0.123 4.616 -1.373

Here are the Mulliken charges for atoms 1 to 2, given in e: 0.843 -1.238

Please write out number 2 again, unchanged.
Molecular formula: C18H33N6SeV
Method: DFT, the ωB97M-V functional and the def2-TZVPD basis

Output
E_LUMO (spin up / spin down): -6.13 / -6.13 eV
largest force on an atom: 0.060 hartree/bohr
calculated total energy: -119159.7636 eV
highest occupied orbital energy (spin up / spin down): -14.186 / -14.186 eV
charge: +2

Atoms and positions in Å:
V -0.055 0.455 -1.091
C 0.325 1.999 1.641
N -0.404 0.841 1.041
C -0.068 -0.373 1.848
C -1.859 1.228 1.295
C -2.331 2.016 0.137
C -3.355 2.945 0.211
C -4.111 3.343 -0.903
C -3.726 2.880 -2.117
C -2.617 2.026 -2.229
C -1.925 1.565 -1.139
H -0.124 2.167 2.606
H 0.171 2.942 1.027
H 1.368 1.811 1.729
H -0.099 -0.140 2.908
H 0.914 -0.700 1.549
H -0.808 -1.151 1.610
H -2.078 1.706 2.281
H -2.460 0.340 1.305
H -3.622 3.241 1.169
H -4.976 4.025 -0.814
H -4.310 3.091 -3.108
H -2.433 1.697 -3.232
N -0.129 1.106 -3.128
N 1.158 0.623 -2.787
H -0.652 0.461 -3.726
H -0.251 2.017 -3.577
H 1.801 1.380 -2.699
H 1.590 -0.056 -3.419
C -1.610 -2.322 -2.750
C -1.569 -2.138 -1.254
C -2.990 -2.041 -0.676
C -0.734 -3.157 -0.494
N -0.835 -0.895 -1.128
H -2.198 -3.273 -2.991
H -0.596 -2.483 -3.178
H -2.140 -1.535 -3.243
H -3.509 -3.050 -0.649
H -3.683 -1.377 -1.201
H -3.063 -1.702 0.372
H -0.997 -4.146 -0.745
H -0.859 -3.030 0.567
H 0.368 -3.059 -0.781
C 2.747 -2.848 1.366
N 3.372 -1.619 1.785
C 4.008 -1.485 3.020
C 4.442 -0.215 3.135
N 4.138 0.422 1.931
C 4.383 1.844 1.641
C 3.446 -0.431 1.157
Se 2.743 -0.019 -0.478
H 2.043 -2.645 0.537
H 2.307 -3.313 2.268
H 3.532 -3.583 1.092
H 4.045 -2.302 3.679
H 5.032 0.244 3.915
H 5.328 2.044 1.230
H 4.214 2.378 2.576
H 3.705 2.253 0.912

Here are the Mulliken charges for atoms 1 to 2, given in e: -0.699 -1.063

What is the largest force on an atom in the third record?
0.046 hartree/bohr